C12H23HgN2O2P2 | wB97M-V/def2-TZVPD

- net charge = +1
- frontier orbital gap (spin up / spin down) (eV) = 4.555 / 3.721
- max |F| (Eh/bohr) = 0.034
- LUMO energy (spin up / spin down) (eV) = -6.25 / -6.66
- molar mass (g/mol) = 489.9

Last column: Mulliken charge in e.
Element x y z (Å)
Hg (-0.04141, -0.17222, 0.35201)  1.155
P (-2.36950, 0.45953, -0.51188)  0.304
C (-2.15112, 0.90397, -2.20616)  -1.073
C (-0.87863, 1.32956, -2.66511)  0.962
N (0.24212, 1.05647, -1.91070)  0.192
C (1.44994, 1.43837, -2.32311)  0.466
C (1.62003, 2.17208, -3.50002)  -0.813
C (0.51702, 2.48106, -4.28792)  -0.481
C (-0.73391, 2.04798, -3.88243)  -1.042
C (2.67279, 1.09342, -1.46262)  -1.081
P (2.41003, -0.38870, -0.40652)  0.495
H (-1.63653, 2.26540, -4.43534)  0.444
H (2.63169, 2.47863, -3.77005)  0.468
H (0.62889, 3.05968, -5.19527)  0.443
H (3.57004, 0.95079, -2.08809)  0.553
H (2.89438, 1.91866, -0.76615)  0.401
H (-2.23806, -1.24098, -3.97369)  0.331
H (-3.01151, 1.08111, -2.86331)  0.473
H (-0.69804, -3.54386, -2.60830)  0.324
O (-2.01246, -2.18040, -4.18128)  -0.600
H (-2.61956, -2.40022, -4.90496)  0.308
H (-0.29976, -1.91795, 0.45415)  -0.056
O (-0.31384, -3.94922, -1.80014)  -0.633
H (0.50391, -3.44956, -1.63044)  0.255
C (2.82058, -1.79299, -1.48158)  -1.237
H (3.85391, -1.73718, -1.84036)  0.408
H (2.68265, -2.71672, -0.91502)  0.384
H (2.13991, -1.80315, -2.33551)  0.365
C (3.65649, -0.33580, 0.91473)  -1.121
H (3.55480, -1.24741, 1.51085)  0.378
H (4.68368, -0.26437, 0.53532)  0.401
H (3.44138, 0.52002, 1.56036)  0.370
C (-3.08806, 1.88050, 0.37341)  -1.208
H (-4.07440, 2.14174, -0.03204)  0.425
H (-3.17430, 1.65349, 1.44095)  0.395
H (-2.41111, 2.73324, 0.26397)  0.363
C (-3.44540, -0.97832, -0.26977)  -1.103
H (-3.59532, -1.14132, 0.80224)  0.374
H (-4.41725, -0.81779, -0.74856)  0.420
H (-2.96507, -1.86470, -0.69378)  0.320
N (0.03216, 2.86104, 1.78105)  -0.560
C (0.03524, 1.83253, 1.22758)  -0.167